Record 1
Computed, not measured: a cluster of 7 separate species, C22H60BNO22PS7 in total, with ωB97M-V with the def2-TZVPD basis set.

Output
HOMO-LUMO gap: 7.1738 eV
Relative energy (zero: lowest compared OMol25 entry of this formula, charge and spin): 0.0 kcal/mol
Total charge: +1
Spin multiplicity: 1

```
114
C22H60BNO22PS7 (ωB97M-V with the def2-TZVPD basis set)
C -0.451 -0.531 -4.152
C -1.336 -0.340 -5.184
C -1.692 1.023 -5.649
N -2.250 1.815 -4.475
B -3.674 1.355 -4.097
O -3.856 0.739 -2.885
O -4.684 1.555 -4.912
C -5.883 0.805 -4.638
P -2.064 3.591 -4.682
O -0.745 3.956 -3.831
O -3.287 4.256 -3.935
S -1.827 4.197 -6.469
H 0.611 -0.310 -4.248
H -0.844 -0.885 -3.208
H -1.764 -1.203 -5.688
H -0.760 1.528 -5.933
H -2.345 1.068 -6.508
H -1.652 1.550 -3.683
H -3.307 1.232 -2.252
H -6.328 1.074 -3.689
H -5.732 -0.266 -4.711
H -6.609 1.067 -5.398
H -0.508 3.265 -3.188
H -3.189 5.216 -4.086
O 2.314 0.583 -6.189
S 3.121 1.688 -6.629
O 3.498 1.811 -7.998
O 4.413 1.772 -5.715
C 5.228 0.585 -5.575
C 6.102 0.343 -6.789
C 2.384 3.200 -6.103
H 4.598 -0.279 -5.361
H 5.852 0.755 -4.700
H 5.504 0.083 -7.661
H 6.795 -0.476 -6.596
H 6.670 1.239 -7.038
H 2.134 3.122 -5.048
H 1.484 3.351 -6.697
H 3.086 4.010 -6.277
O -2.486 -3.074 -4.101
S -3.272 -3.569 -3.006
O -2.726 -4.506 -2.077
O -4.647 -4.122 -3.568
C -4.605 -5.109 -4.626
C -4.261 -6.491 -4.109
C -3.931 -2.204 -2.114
H -3.912 -4.792 -5.407
H -5.602 -5.117 -5.063
H -3.234 -6.532 -3.745
H -4.369 -7.228 -4.904
H -4.912 -6.764 -3.279
H -4.376 -1.516 -2.820
H -3.106 -1.727 -1.587
H -4.668 -2.566 -1.401
O -1.433 -5.049 2.079
S -0.573 -5.926 1.338
O -0.492 -7.315 1.661
O 0.892 -5.304 1.321
C 1.497 -4.956 2.585
C 2.033 -6.167 3.322
C -0.899 -5.744 -0.381
H 0.790 -4.399 3.199
H 2.316 -4.281 2.347
H 1.224 -6.818 3.651
H 2.596 -5.854 4.201
H 2.681 -6.756 2.673
H -0.913 -4.690 -0.621
H -1.867 -6.190 -0.581
H -0.124 -6.263 -0.940
O 0.693 -0.260 5.174
S 0.921 -0.855 3.894
O 1.826 -1.952 3.748
O 1.311 0.289 2.857
C 2.400 1.167 3.208
C 3.751 0.508 3.005
C -0.621 -1.297 3.167
H 2.284 1.522 4.234
H 2.314 2.033 2.556
H 3.903 -0.310 3.709
H 4.551 1.233 3.150
H 3.827 0.089 2.001
H -1.297 -0.449 3.239
H -1.014 -2.146 3.724
H -0.451 -1.578 2.131
O 3.577 1.988 9.913
S 2.593 1.052 10.364
O 2.972 -0.253 10.805
O 1.464 0.919 9.250
C 1.882 0.603 7.905
C 2.225 -0.863 7.737
C 1.591 1.805 11.601
H 2.719 1.242 7.614
H 1.044 0.858 7.263
H 3.118 -1.124 8.304
H 2.408 -1.092 6.691
H 1.412 -1.492 8.101
H 1.266 2.778 11.245
H 2.202 1.911 12.495
H 0.740 1.159 11.802
O 0.708 3.955 1.767
S 0.782 5.063 2.678
O 0.434 4.911 4.052
O -0.031 6.287 2.062
C -1.398 6.063 1.672
C -2.338 6.034 2.862
C 2.381 5.790 2.574
H -1.475 5.145 1.085
H -1.660 6.891 1.016
H -2.154 5.164 3.490
H -3.375 5.997 2.524
H -2.198 6.919 3.482
H 2.629 5.947 1.528
H 3.085 5.098 3.031
H 2.373 6.731 3.118
```

***

Record 2
Computed, not measured: a structure of composition C6H10O, with ωB97M-V with the def2-TZVPD basis set.

Output
HOMO-LUMO gap (alpha / beta): 10.4077 / 6.3271 eV
Relative energy (zero: lowest compared OMol25 entry of this formula, charge and spin): 145.6 kcal/mol
Spin multiplicity: 1

```
17
C6H10O (ωB97M-V with the def2-TZVPD basis set)
C 1.780 1.341 0.411
C 1.530 0.498 -0.811
C 0.383 1.142 -0.093
C -0.656 0.345 0.644
C -1.579 -0.588 -0.188
C -0.785 -1.653 0.400
O -0.125 -0.888 1.293
H 2.065 0.823 1.322
H 2.234 2.320 0.281
H 1.805 0.895 -1.783
H 1.660 -0.576 -0.711
H -0.080 1.992 -0.594
H -1.157 0.944 1.410
H -2.592 -0.552 0.209
H -1.676 -0.732 -1.278
H -2.354 -2.653 -0.718
H -0.451 -2.656 0.206
```

***

Record 3
Computed, not measured: a cluster of 2 separate species, C4H14N2O2 in total, with ωB97M-V with the def2-TZVPD basis set.

Output
SMILES: C[C@@H](N)CNCO.O
HOMO-LUMO gap: 9.9806 eV
Relative energy (zero: lowest compared OMol25 entry of this formula, charge and spin): 42.6 kcal/mol
Spin multiplicity: 1

```
22
C4H14N2O2 (ωB97M-V with the def2-TZVPD basis set)
C -0.214 2.232 1.061
C -0.477 0.769 1.074
N -1.717 0.434 0.378
C 0.741 0.032 0.476
N 0.631 -1.464 0.544
C 1.661 -2.123 -0.119
O 1.647 -1.902 -1.532
H -0.999 2.857 1.612
H 0.720 2.621 1.519
H -0.266 2.777 0.119
H -0.560 0.412 2.128
H -2.559 0.126 0.945
H -1.854 1.148 -0.282
H 1.583 0.305 1.017
H 0.785 0.355 -0.606
H -0.249 -1.784 0.338
H 2.759 -1.824 0.280
H 1.544 -3.261 -0.150
H 2.216 -1.055 -1.828
O -1.781 -0.039 -2.678
H -1.125 -0.573 -2.186
H -2.489 -0.042 -2.108
```

***

Record 4
Computed, not measured: a structure of composition C27H26Br2N4O7PtS, with ωB97M-V with the def2-TZVPD basis set.

Output
<S²>: 6.0397
HOMO-LUMO gap (alpha / beta): 7.8268 / 5.4917 eV
Relative energy (zero: lowest compared OMol25 entry of this formula, charge and spin): 0.0 kcal/mol
Total charge: +2
Spin multiplicity: 5

```
68
C27H26Br2N4O7PtS (ωB97M-V with the def2-TZVPD basis set)
Pt -1.039 -0.611 -0.588
C -0.902 -2.423 -3.459
C -1.256 -3.276 -2.286
C -1.481 -4.657 -2.439
C -1.834 -5.424 -1.364
C -1.976 -4.822 -0.100
C -2.333 -5.523 1.105
Br -2.652 -7.349 1.058
C -2.435 -4.866 2.321
C -2.215 -3.505 2.411
Br -2.294 -2.629 4.041
C -1.889 -2.735 1.246
O -1.723 -1.489 1.304
C -1.746 -3.450 -0.019
N -1.386 -2.710 -1.093
H -0.230 -2.952 -4.133
H -0.438 -1.488 -3.148
H -1.808 -2.181 -4.019
H -1.368 -5.099 -3.419
H -2.003 -6.486 -1.479
H -2.686 -5.426 3.211
C 3.886 6.200 -1.573
C 2.772 5.202 -1.466
C 2.262 4.829 -0.222
C 1.212 3.935 -0.117
C 0.680 3.399 -1.284
C 1.175 3.735 -2.541
C 2.215 4.642 -2.619
S -0.647 2.289 -1.172
O -0.761 1.709 0.162
O -0.529 1.289 -2.228
N -1.969 3.221 -1.349
C -3.253 2.833 -0.781
C -4.139 1.991 -1.714
C -4.109 0.471 -1.251
O -5.217 0.270 -0.710
O -3.146 -0.249 -1.469
H 4.427 6.297 -0.634
H 3.484 7.182 -1.830
H 4.590 5.921 -2.356
H 2.693 5.248 0.677
H 0.812 3.655 0.848
H 0.770 3.283 -3.437
H 2.612 4.914 -3.589
H -1.969 3.799 -2.181
H -3.785 3.744 -0.512
H -3.046 2.314 0.155
H -3.742 1.907 -2.727
H -5.159 2.362 -1.752
O 0.741 -1.404 6.039
C 2.063 -1.296 5.562
N 1.919 -0.948 4.164
C 2.908 -1.166 3.273
O 3.990 -1.631 3.563
C 2.584 -0.869 1.829
C 3.630 -0.635 0.944
C 3.344 -0.414 -0.393
C 2.028 -0.460 -0.813
N 1.024 -0.711 0.036
C 1.296 -0.900 1.333
H 0.753 -1.404 7.001
H 2.612 -2.237 5.624
H 2.621 -0.524 6.100
H 1.086 -0.436 3.924
H 4.644 -0.641 1.321
H 4.127 -0.219 -1.111
H 1.758 -0.296 -1.848
H 0.446 -1.100 1.973
```

***

Record 5
Computed, not measured: a structure of composition C45H34CrN4O8S2Sb, with ωB97M-V with the def2-TZVPD basis set.

Output
<S²>: 0.7753
HOMO-LUMO gap (alpha / beta): 6.5091 / 7.0669 eV
Spin multiplicity: 2

```
95
C45H34CrN4O8S2Sb (ωB97M-V with the def2-TZVPD basis set)
Cr 1.300 -0.548 0.269
O 6.846 1.047 0.352
C 6.648 0.256 1.379
O 7.482 0.054 2.226
C 5.307 -0.397 1.494
C 4.951 -1.296 2.484
N 3.660 -1.618 2.291
N 3.150 -0.980 1.232
C 4.130 -0.239 0.723
C 3.798 0.515 -0.538
O 4.687 1.130 -1.127
O 2.592 0.375 -0.877
H 6.070 1.122 -0.288
H 5.548 -1.707 3.273
H 3.093 -2.259 2.827
O -0.584 2.682 1.101
S 0.824 2.375 1.207
O 1.583 2.501 0.004
N 0.983 0.832 1.694
C 0.279 0.421 2.781
C -0.090 1.179 3.886
C -0.797 0.595 4.934
C -1.181 -0.723 4.900
C -0.843 -1.528 3.798
C -1.199 -2.888 3.668
C -0.753 -3.581 2.570
C -0.019 -2.926 1.579
N 0.274 -1.629 1.621
C -0.098 -0.949 2.741
C 1.537 3.377 2.509
C 0.884 4.511 2.954
C 1.368 5.176 4.070
C 2.492 4.700 4.725
C 3.152 3.573 4.258
C 2.676 2.911 3.139
H 0.165 2.221 3.933
H -1.043 1.206 5.790
H -1.743 -1.159 5.709
H -1.807 -3.357 4.426
H -0.967 -4.631 2.448
H 0.333 -3.468 0.713
H -0.009 4.830 2.440
H 0.845 6.040 4.451
H 2.849 5.201 5.612
H 4.013 3.192 4.785
H 3.157 2.020 2.762
C -0.492 4.654 -3.699
C -1.432 4.552 -2.687
C -1.475 3.423 -1.887
C -0.586 2.381 -2.115
C 0.391 2.505 -3.093
C 0.435 3.642 -3.883
Sb -0.742 0.553 -0.994
C -2.703 0.903 -0.161
C -2.935 0.738 1.197
C -4.157 1.092 1.745
C -5.165 1.579 0.933
C -4.952 1.720 -0.428
C -3.722 1.393 -0.972
C -1.411 -0.594 -2.708
C -0.485 -0.877 -3.703
C -0.835 -1.651 -4.797
C -2.126 -2.134 -4.921
C -3.057 -1.856 -3.934
C -2.694 -1.106 -2.827
H -0.477 5.525 -4.337
H -2.142 5.351 -2.525
H -2.193 3.355 -1.080
H 1.133 1.726 -3.227
H 1.191 3.735 -4.649
H -2.151 0.355 1.839
H -4.316 1.000 2.809
H -6.112 1.864 1.364
H -5.740 2.091 -1.070
H -3.541 1.526 -2.031
H 0.529 -0.504 -3.611
H -0.097 -1.882 -5.551
H -2.403 -2.729 -5.780
H -4.070 -2.226 -4.029
H -3.421 -0.921 -2.048
O -3.516 -5.563 -4.096
C -2.202 -5.870 -4.135
O -1.810 -6.766 -4.834
C -1.302 -5.025 -3.310
C 0.053 -5.014 -3.653
C 0.932 -4.198 -2.987
C 0.486 -3.354 -1.963
S 1.684 -2.294 -1.265
C -0.857 -3.403 -1.583
C -1.737 -4.229 -2.250
H -3.682 -4.773 -3.565
H 0.376 -5.645 -4.467
H 1.975 -4.173 -3.254
H -1.225 -2.767 -0.785
H -2.768 -4.257 -1.916
```

***

Record 6
Computed, not measured: an isolated molecule of C5H5NO2, with ωB97M-V with the def2-TZVPD basis set.

Output
SMILES: C#CC(=C)N(O)C=O
HOMO-LUMO gap: 9.1136 eV
Relative energy (zero: lowest compared OMol25 entry of this formula, charge and spin): 158.9 kcal/mol
Spin multiplicity: 1

```
13
C5H5NO2 (ωB97M-V with the def2-TZVPD basis set)
C -2.680 0.836 -0.891
C -1.687 0.251 -0.623
C -0.665 -0.430 0.259
C -1.326 -1.427 1.018
N 0.597 -0.003 0.437
O 1.557 -1.225 0.302
C 1.128 1.053 -0.221
O 2.344 1.121 -0.492
H -3.672 1.286 -1.026
H -2.347 -1.596 0.580
H -0.639 -1.728 1.971
H 2.316 -0.918 -0.243
H 0.336 2.107 -0.063
```

***

Record 7
Computed, not measured: an isolated molecule of C3HFO3, with ωB97M-V with the def2-TZVPD basis set.

Output
SMILES: O=c1occ(F)o1
HOMO-LUMO gap: 10.3023 eV
Relative energy (zero: lowest compared OMol25 entry of this formula, charge and spin): 23.5 kcal/mol
Spin multiplicity: 1

```
8
C3HFO3 (ωB97M-V with the def2-TZVPD basis set)
O -1.607 1.907 0.427
C -0.912 1.004 0.211
O -0.420 -0.031 1.128
C 0.445 -0.861 0.501
C 0.570 -0.411 -0.739
F 1.106 -0.761 -1.950
O -0.096 0.733 -0.895
H 0.914 -1.579 1.317
```

***

Record 8
Computed, not measured: a structure of composition C14H32N6O6PtS, with ωB97M-V with the def2-TZVPD basis set.

Output
<S²>: 2.0226
HOMO-LUMO gap (alpha / beta): 6.0046 / 5.2246 eV
Relative energy (zero: lowest compared OMol25 entry of this formula, charge and spin): 116.3 kcal/mol
Spin multiplicity: 3

```
60
C14H32N6O6PtS (ωB97M-V with the def2-TZVPD basis set)
O 1.474 -0.860 -5.856
H 0.677 -0.380 -5.469
Pt 0.054 -0.078 -1.376
N 0.049 1.709 -0.566
N 1.776 0.786 -2.177
N -1.221 -1.184 -0.377
N 0.449 -1.979 -2.057
O -0.785 1.911 0.354
O -1.864 -0.672 0.683
O 1.615 -2.474 -2.647
O 2.793 0.169 -2.593
C 1.796 2.148 -2.037
C 0.843 2.630 -1.151
C -1.475 -2.398 -0.849
C -0.502 -2.873 -1.779
C 0.668 4.047 -0.775
H 0.988 4.227 0.266
H -0.371 4.402 -0.889
H 1.309 4.672 -1.424
C 2.860 2.917 -2.729
H 2.692 2.942 -3.823
H 3.855 2.471 -2.582
H 2.896 3.957 -2.379
C -2.607 -3.152 -0.292
C -0.536 -4.216 -2.397
H -3.308 -2.499 0.251
H -2.227 -3.917 0.402
H -3.137 -3.664 -1.107
H 0.247 -4.298 -3.156
H -1.518 -4.356 -2.866
H -0.415 -5.001 -1.644
H -1.589 0.301 0.732
H 2.084 -1.690 -3.031
C -1.519 0.566 -2.113
H -1.236 1.525 -2.535
H -2.620 0.617 -2.238
H -1.122 -0.151 -2.941
O -2.851 3.953 -0.666
H -3.733 3.704 -0.944
H -2.507 3.106 -0.296
C 0.624 2.350 4.160
C 0.197 1.194 3.284
N 1.411 0.558 2.719
C 1.291 -0.553 1.952
S 2.043 -0.576 0.407
N 0.659 -1.629 2.411
C 0.448 -1.975 3.827
C -0.874 -2.691 4.025
H 1.344 2.022 4.918
H -0.255 2.764 4.660
H 1.079 3.138 3.548
H -0.369 0.438 3.839
H -0.438 1.554 2.455
H 2.019 1.256 2.274
H 0.670 -2.424 1.762
H 1.266 -2.639 4.144
H 0.521 -1.060 4.423
H -0.777 -3.747 3.748
H -1.160 -2.653 5.080
H -1.682 -2.245 3.433
```

***

Calculated max |F|, 3.5; 1.2; 4.2; 0.7; 2.1; 6.8; 5.5; 10.2 eV Å⁻¹ (same order as the records).
Calculated M, 957.0; 98.1; 122.2; 905.5; 996.7; 111.1; 104.0; 607.6 g/mol (same order as the records).